Entry 1:
17
Properties=species:S:1:pos:R:3 method="wB97M-V/def2-TZVPD" homo_ev=-7.772 total_charge=0 spin_multiplicity=1 lumo_ha=-0.004 smiles=Cn1cccnnc[nH]1 gap_ev=7.7
N -1.661 0.499 -0.169
N -0.929 -1.837 -0.075
N 0.154 -1.858 -0.737
N -0.410 0.961 0.223
C 0.267 0.261 1.232
C -1.884 -0.925 0.132
C 1.489 -0.519 0.869
C 1.227 -1.028 -0.515
C 0.396 1.371 -1.000
H -0.110 2.313 -1.404
H -0.161 0.412 2.286
H 2.259 -1.034 -1.120
H -2.842 -1.250 0.801
H 1.569 1.611 -0.507
H -2.287 1.203 0.036
H 2.472 -0.670 1.465
H 0.452 0.491 -1.516

---

Entry 2:
57
Properties=species:S:1:pos:R:3 method="wB97M-V/def2-TZVPD" homo_ev=-3.422 total_charge=-1 spin_multiplicity=1 lumo_ha=0.086 gap_ev=5.8
P 0.783 -1.714 -1.596
O -2.420 -0.010 4.730
O 3.871 -0.445 -1.538
O -4.418 3.694 0.045
O -1.591 0.205 2.636
O -6.398 3.696 1.135
O 6.564 -1.921 -0.872
O -5.908 5.154 -0.516
O -3.710 0.434 2.929
C 4.994 -0.090 -0.790
C -3.997 2.585 0.860
C 6.861 -4.259 -1.231
C 0.164 -1.302 -3.301
C -1.259 -3.336 -0.424
C -0.875 -1.887 -0.749
C 2.787 0.517 -1.574
C 6.249 -0.655 -1.433
C -2.547 0.184 3.546
C -7.206 5.719 -0.341
C 7.123 -2.857 -1.764
C -5.639 4.130 0.303
C -4.845 0.482 3.793
C -0.268 -0.066 3.124
B 1.380 0.022 -0.924
H -4.656 1.735 0.707
H -0.297 -0.310 -3.333
H -7.275 6.526 -1.065
H 8.205 -2.687 -1.867
H 5.940 -4.674 -1.635
H -1.634 -1.454 -1.408
H -0.871 -1.279 0.158
H 2.657 0.795 -2.630
H -1.647 -3.842 -1.311
H 0.549 0.898 -1.200
H -0.227 -1.064 3.556
H -4.986 -0.474 4.295
H -2.018 -3.390 0.362
H 0.383 -0.006 2.255
H 1.460 -0.038 0.308
H -0.582 -2.043 -3.601
H 3.114 1.431 -1.059
H 7.099 0.025 -1.281
H 7.694 -4.931 -1.440
H 6.743 -4.197 -0.150
H 5.082 1.001 -0.706
H -7.979 4.976 -0.531
H -4.729 1.268 4.537
H -0.382 -3.895 -0.094
H 4.933 -0.506 0.226
H -5.693 0.701 3.150
H 6.063 -0.760 -2.505
H -7.324 6.108 0.669
H 6.676 -2.729 -2.755
H -2.991 2.335 0.541
H 0.016 0.672 3.873
H -4.001 2.869 1.909
H 0.981 -1.338 -4.023

---

Entry 3:
9
Properties=species:S:1:pos:R:3 method="wB97M-V/def2-TZVPD" homo_ev=-9.289 total_charge=0 spin_multiplicity=1 lumo_ha=-0.090 smiles="OC(F)=C(F)F.FI" gap_ev=6.8
I -0.701 2.372 2.499
F -0.701 -1.769 1.053
F 0.357 1.253 1.149
F -1.855 -1.043 -0.577
F 1.676 -0.548 -0.192
O 0.359 0.432 -1.683
C 0.428 -0.540 -0.730
C -0.561 -1.218 -0.162
H 0.999 1.062 -1.357

---

Entry 4:
57
Properties=species:S:1:pos:R:3 method="wB97M-V/def2-TZVPD" homo_ev=-8.176 total_charge=0 spin_multiplicity=1 lumo_ha=0.023 smiles="Cc1cccc(CNC(=O)CCn2ccc3cc(S(=O)(=O)N4CCCC4)ccc32)c1" gap_ev=8.8
S -2.642 -0.489 0.027
O -2.804 -1.226 1.252
O 4.461 0.051 2.255
O -2.962 -1.157 -1.205
N -3.533 0.944 0.049
N 2.561 2.141 -0.457
N 3.955 -0.703 0.188
C 0.992 0.928 1.075
C -0.067 -3.039 1.103
C 0.657 1.313 -1.329
C 4.388 0.230 1.058
C -0.237 0.305 1.099
C 3.616 2.536 0.435
C 3.547 -2.029 0.608
C 1.427 1.448 -0.141
C -3.631 1.548 1.374
C -1.004 0.202 -0.060
C 2.093 -2.320 0.337
C -0.277 -2.480 -2.624
C 1.588 -2.240 -0.955
C 0.267 -2.557 -1.231
C 2.538 2.419 -1.798
C 4.793 1.550 0.412
C -5.804 0.793 0.683
C -5.127 1.767 1.647
C 1.251 -2.707 1.369
C 1.403 1.934 -2.369
C -4.869 0.863 -0.522
C -0.586 0.688 -1.274
C -0.553 -2.973 -0.188
H 1.593 0.998 1.968
H 3.968 3.528 0.137
H 3.754 -2.088 1.678
H -0.290 -3.472 -3.077
H 1.117 2.013 -3.398
H 1.632 -2.758 2.378
H -3.194 0.859 2.101
H -0.722 -3.341 1.905
H 0.330 -1.827 -3.247
H -5.381 1.576 2.688
H -1.215 0.577 -2.141
H -1.299 -2.109 -2.595
H 3.823 -0.468 -0.782
H 4.171 -2.766 0.085
H 5.131 1.397 -0.614
H -5.052 1.771 -1.106
H -5.792 -0.216 1.096
H -1.581 -3.228 -0.391
H 3.347 2.965 -2.248
H -4.918 -0.004 -1.178
H 5.610 1.970 0.999
H -6.827 1.074 0.442
H -5.408 2.791 1.399
H -3.065 2.484 1.390
H 3.219 2.598 1.451
H 2.238 -1.938 -1.767
H -0.626 -0.126 2.006

---

Entry 5:
10
Properties=species:S:1:pos:R:3 method="wB97M-V/def2-TZVPD" homo_ev="1.445 / -1.056" total_charge=-2 spin_multiplicity=3 lumo_ha="0.243 / 0.178" gap_ev="5.2 / 5.9"
S -1.987 -0.658 0.025
P -0.344 0.822 0.147
O -0.297 1.708 -1.096
O -1.962 -1.311 1.366
O -1.834 -1.606 -1.050
O -0.368 1.601 1.418
O -2.999 0.430 -0.169
N 3.722 -0.245 -0.132
H 3.052 -0.051 -0.974
H 3.016 -0.690 0.466

---

Entry 6:
8
Properties=species:S:1:pos:R:3 method="wB97M-V/def2-TZVPD" homo_ev="-8.406 / -8.073" total_charge=0 spin_multiplicity=1 lumo_ha="0.018 / -0.014" gap_ev="8.9 / 7.7"
Cl -1.667 -3.293 1.455
F 0.301 -0.321 1.596
O -1.017 -3.085 -1.055
O 0.555 0.186 -0.595
C -0.269 -0.144 0.393
C -1.091 -2.590 0.014
H -1.228 0.352 0.422
H 1.452 -0.134 -0.416

---

Listing E_tot for the structures above in their given order: -11267.2932 -41398.3000 -23105.0655 -45738.2263 -31882.4689 -21438.1344 eV.